{
  "formula": "C18H23N3O3",
  "method": "ωB97M-V with the def2-TZVPD basis set",
  "symbols": ["C", "H", "H", "H", "C", "C", "H", "H", "H", "H", "C", "N", "C", "O", "C", "N", "C", "O", "C", "N", "C", "O", "H", "C", "C", "C", "C", "C", "C", "C", "H", "H", "C", "H", "H", "H", "H", "H", "H", "H", "H", "H", "C", "H", "H", "H", "H"],
  "coordinates": [[3.61157, -1.46284, -3.09946], [3.14356, -0.72955, -3.75218], [3.84336, -2.35147, -3.67991], [4.54764, -1.04623, -2.73516], [2.69514, -1.78364, -1.92005], [2.57108, -0.55776, -1.01645], [2.12246, 0.26783, -1.56427], [3.55355, -0.24679, -0.66936], [1.95444, -0.75698, -0.14384], [3.13996, -2.60465, -1.34398], [1.30330, -2.23581, -2.40228], [0.46970, -2.57887, -1.26332], [-0.56262, -1.82843, -0.85222], [-0.93354, -0.81478, -1.40458], [-1.27725, -2.35591, 0.40343], [-1.65526, -1.22218, 1.20487], [-0.75260, -0.32642, 1.69534], [0.44389, -0.47629, 1.72459], [-1.55558, 0.86594, 2.19374], [-2.91366, 0.39298, 2.01574], [-2.97950, -0.77505, 1.33522], [-3.95135, -1.37302, 0.95858], [-3.70931, 1.00440, 2.08751], [-1.27243, 2.11205, 1.38418], [-1.16333, 2.22003, 0.01193], [-0.92537, 3.47828, -0.52344], [-0.81004, 4.58761, 0.29854], [-0.92452, 4.46826, 1.67642], [-1.15388, 3.21873, 2.21813], [-1.32297, 2.82974, 3.65711], [-2.30236, 3.15419, 4.01909], [-0.56548, 3.28103, 4.29733], [-1.21735, 1.29663, 3.63383], [-0.18993, 0.99103, 3.83702], [-1.87676, 0.81298, 4.35257], [-0.83232, 5.33564, 2.31340], [-0.62543, 5.55855, -0.13725], [-0.82817, 3.59086, -1.59251], [-1.24656, 1.35213, -0.62528], [-2.20179, -2.86537, 0.11587], [-0.63636, -3.02540, 0.98256], [0.76509, -3.37046, -0.71413], [1.35057, -3.43578, -3.34591], [0.34061, -3.79173, -3.53647], [1.79796, -3.16198, -4.29564], [1.92892, -4.24615, -2.90571], [0.80292, -1.39534, -2.89359]],
  "mulliken_charge": [-1.678, 0.367, 0.404, 0.432, 0.780, -1.383, 0.370, 0.467, 0.191, 0.246, -0.054, -0.101, 0.552, -0.689, -0.863, 0.237, -0.414, -0.672, 2.350, -0.044, 0.372, -0.655, 0.273, -0.386, -0.155, -0.951, -0.455, -0.730, 0.233, -0.913, 0.295, 0.406, -1.289, 0.350, 0.346, 0.457, 0.389, 0.436, 0.602, 0.383, 0.341, 0.340, -1.746, 0.446, 0.427, 0.339, 0.350],
  "de_lowest_kcal_mol": 0.70,
  "smiles": "CC(C)[C@@H](C)NC(=O)CN1C(=O)N[C@@]2(CCc3ccccc32)C1=O",
  "total_energy_ev": -29654.994,
  "gap_ev": 9.9,
  "molar_mass_g_mol": 329.4
}

=====

{
  "formula": "C18H23N4OPdS",
  "method": "ωB97M-V with the def2-TZVPD basis set",
  "symbols": ["Pd", "C", "C", "O", "N", "C", "C", "C", "C", "C", "C", "N", "H", "H", "H", "H", "H", "H", "H", "H", "H", "H", "C", "N", "C", "C", "C", "C", "C", "C", "C", "C", "H", "H", "H", "H", "H", "H", "H", "H", "H", "H", "H", "H", "H", "S", "C", "N"],
  "coordinates": [[-0.49424, 0.27941, -0.28634], [0.84383, -1.52751, -4.10852], [-0.01045, -0.69665, -3.20015], [0.18089, -0.76639, -1.97634], [-0.95462, 0.06250, -3.76757], [-1.89339, 0.90764, -3.03635], [-1.24947, 2.18984, -2.57219], [-1.40394, 3.37309, -3.27276], [-0.74849, 4.51161, -2.82899], [0.04357, 4.42716, -1.69808], [0.13626, 3.21222, -1.04344], [-0.49621, 2.11588, -1.46708], [1.88486, -1.41301, -3.81484], [0.72346, -1.26946, -5.15832], [0.57295, -2.57402, -3.96540], [-1.00730, 0.05851, -4.77219], [-2.28810, 0.35294, -2.18301], [-2.72490, 1.12402, -3.70284], [-2.03648, 3.40228, -4.14972], [-0.85943, 5.44884, -3.35738], [0.57408, 5.28593, -1.31329], [0.72150, 3.10740, -0.13942], [2.12738, -0.22959, 2.13319], [1.26752, -0.16915, 3.34362], [1.98294, -0.74160, 4.51275], [-0.11917, -0.79991, 3.18447], [-0.29651, -1.79028, 2.06628], [-0.30869, -3.12743, 2.47775], [-0.63614, -4.16004, 1.61982], [-0.99384, -3.84513, 0.32229], [-0.96025, -2.52601, -0.10560], [-0.58187, -1.46452, 0.72492], [3.04654, 0.31065, 2.34625], [1.60333, 0.22885, 1.30080], [2.33826, -1.27059, 1.90236], [1.09145, 0.83437, 3.53892], [2.11589, -1.80891, 4.34768], [1.39159, -0.57130, 5.40847], [2.95096, -0.25710, 4.61276], [-0.82084, 0.01778, 3.09458], [-0.31356, -1.29733, 4.13102], [-0.09296, -3.35413, 3.51639], [-0.64645, -5.18302, 1.97023], [-1.30218, -4.62389, -0.36369], [-1.24241, -2.32524, -1.12774], [0.13424, 3.00422, 3.39466], [-0.43976, 2.09695, 2.17663], [-0.80985, 1.44013, 1.28547]],
  "mulliken_charge": [0.296, -1.170, 0.610, -0.597, -0.042, -1.454, 1.231, -0.841, -0.284, -0.934, -0.123, 0.048, 0.311, 0.375, 0.304, 0.279, 0.290, 0.595, 0.418, 0.418, 0.419, 0.447, -0.788, 0.350, -0.920, -0.932, 1.312, -0.592, -0.733, -0.769, -0.075, 0.007, 0.393, 0.140, 0.458, -0.026, 0.363, 0.379, 0.351, 0.235, 0.505, 0.347, 0.390, 0.411, 0.373, -0.414, 0.281, -0.643],
  "de_lowest_kcal_mol": 0.00,
  "total_energy_ev": -41357.410,
  "gap_ev": 8.7,
  "total_charge": 1,
  "molar_mass_g_mol": 449.9
}

=====

{
  "formula": "C18H23N5OPdS",
  "method": "ωB97M-V with the def2-TZVPD basis set",
  "symbols": ["Pd", "C", "N", "C", "C", "C", "C", "C", "C", "C", "N", "C", "C", "C", "C", "C", "C", "N", "C", "C", "H", "H", "H", "H", "H", "H", "H", "H", "H", "H", "H", "H", "H", "H", "H", "H", "H", "H", "H", "H", "C", "C", "N", "H", "H", "H", "O", "S", "N"],
  "coordinates": [[-0.19283, -1.44311, -0.41674], [0.98663, -0.86126, 2.80355], [-0.46781, -0.73850, 2.74918], [-1.18565, -1.74349, 3.52643], [-1.09184, 0.38630, 2.30557], [-2.25143, 0.84353, 2.97515], [-2.86425, 2.02012, 2.60831], [-2.36762, 2.74050, 1.52959], [-1.27222, 2.26674, 0.79819], [-0.61242, 1.11223, 1.16176], [0.30764, 0.49808, 0.30523], [1.25628, 1.15303, -0.37795], [1.66183, 2.48872, -0.09591], [2.58716, 3.11384, -0.89032], [3.14417, 2.43561, -1.97888], [2.80694, 1.10468, -2.23903], [1.90159, 0.44834, -1.44347], [1.62298, -0.96739, -1.60988], [1.33717, -1.34416, -3.01264], [2.78408, -1.74370, -1.09779], [1.27739, -0.75027, 3.85301], [1.47003, -0.08353, 2.22602], [1.28688, -1.84626, 2.44923], [-1.20358, -1.47059, 4.58505], [-0.64847, -2.68466, 3.42840], [-2.19965, -1.85930, 3.15498], [-2.60940, 0.30011, 3.83784], [-3.71804, 2.38048, 3.16424], [-2.84426, 3.66313, 1.22628], [-0.98093, 2.77599, -0.11058], [1.24888, 2.99748, 0.76395], [2.89440, 4.12684, -0.67092], [3.87028, 2.93136, -2.60865], [3.28845, 0.59227, -3.06078], [2.21813, -1.22114, -3.64466], [0.52191, -0.73593, -3.39531], [1.04863, -2.39390, -3.03312], [3.67316, -1.51055, -1.68714], [2.56263, -2.80457, -1.16743], [2.95962, -1.49332, -0.05414], [-3.94841, -0.30021, -3.07247], [-2.68987, -0.38494, -2.35281], [-1.68713, -0.46667, -1.80326], [-3.86618, 0.42603, -3.87964], [-4.74258, 0.00337, -2.39240], [-4.18834, -1.27700, -3.49071], [-1.46425, -3.36337, -0.55300], [-0.35319, -4.12127, 0.13124], [0.73349, -3.19969, 0.55641]],
  "mulliken_spin": [1.353, 0.009, 0.457, -0.007, 0.104, 0.140, 0.014, 0.169, 0.073, 0.020, 0.571, -0.009, 0.164, -0.035, 0.215, -0.040, 0.164, 0.231, 0.003, 0.004, 0.028, 0.000, 0.011, 0.024, 0.012, 0.001, -0.002, 0.005, 0.004, 0.003, -0.003, 0.003, 0.001, 0.003, 0.009, -0.003, 0.001, 0.006, 0.002, -0.002, 0.002, -0.003, 0.053, 0.000, 0.000, 0.000, 0.073, 0.020, 0.153],
  "spin_multiplicity": 5,
  "s_squared": 6.0618,
  "de_lowest_kcal_mol": 0.00,
  "total_energy_ev": -42833.749,
  "gap_ev": [9.1, 6.2],
  "total_charge": 2,
  "molar_mass_g_mol": 463.9
}

=====

{
  "formula": "C18H23NO4S",
  "method": "ωB97M-V with the def2-TZVPD basis set",
  "symbols": ["O", "C", "N", "C", "O", "C", "H", "O", "C", "O", "C", "C", "C", "C", "C", "C", "H", "H", "H", "H", "H", "H", "H", "H", "H", "H", "H", "H", "H", "C", "C", "H", "H", "S", "C", "C", "C", "C", "C", "C", "H", "H", "H", "H", "H", "H", "H"],
  "coordinates": [[0.05452, -2.75279, -1.58509], [0.99692, -2.25217, -1.02488], [1.07203, -2.05317, 0.33204], [0.14369, -2.32722, 1.33688], [0.47638, -2.20799, 2.48867], [-1.16427, -2.99638, 0.92843], [-1.67863, -3.28962, 1.85108], [-2.04531, -2.18692, 0.16003], [-1.87468, -0.87048, 0.22695], [-0.98407, -0.36735, 0.86965], [-2.94143, -0.15630, -0.56707], [-2.37284, 0.98392, -1.41911], [-1.90343, 2.16360, -0.57475], [-3.02597, 2.66528, 0.32603], [-3.50428, 1.53632, 1.23289], [-4.01934, 0.37070, 0.39565], [-4.36201, -0.44046, 1.04226], [-4.87017, 0.70458, -0.20306], [-2.67383, 1.20155, 1.85634], [-4.30069, 1.89044, 1.89101], [-2.67106, 3.50236, 0.92966], [-3.85942, 3.02093, -0.28573], [-1.05877, 1.85103, 0.03796], [-1.55945, 2.96217, -1.23443], [-1.54205, 0.60944, -2.01979], [-3.15988, 1.31595, -2.10079], [-3.39007, -0.91143, -1.22013], [-0.95183, -3.87560, 0.31433], [1.89078, -1.57894, 0.70008], [2.24143, -1.79157, -1.77014], [1.94736, -0.50516, -2.53548], [1.14123, -0.66407, -3.25108], [2.83310, -0.15551, -3.06538], [1.32102, 0.83245, -1.45234], [2.56833, 0.87432, -0.18281], [3.92063, 0.91536, -0.49213], [4.85357, 0.93182, 0.52955], [4.44243, 0.92357, 1.85270], [3.09072, 0.90167, 2.15664], [2.14988, 0.87392, 1.14244], [1.09517, 0.83537, 1.36630], [2.76349, 0.89194, 3.18484], [5.17597, 0.93664, 2.64469], [5.90614, 0.95810, 0.28836], [4.24469, 0.93907, -1.52197], [3.07859, -1.64206, -1.08651], [2.50540, -2.56731, -2.49278]],
  "mulliken_charge": [-0.593, 0.543, 0.047, 0.663, -0.646, -0.765, 0.379, -0.345, 0.288, -0.607, 0.732, -1.067, 0.083, -1.007, -0.396, -1.209, 0.377, 0.446, 0.168, 0.396, 0.394, 0.372, -0.141, 0.384, 0.182, 0.466, 0.379, 0.343, 0.129, -0.809, -0.858, 0.511, 0.452, -0.072, 0.341, -0.407, -0.512, -0.587, -0.457, -0.431, 0.381, 0.431, 0.379, 0.400, 0.413, 0.372, 0.458],
  "de_lowest_kcal_mol": 0.00,
  "smiles": "O=C(CCSc1ccccc1)NC(=O)COC(=O)C1CCCCC1",
  "total_energy_ev": -39556.117,
  "gap_ev": 9.2,
  "molar_mass_g_mol": 349.5
}

=====

{
  "formula": "C18H23NO6",
  "method": "ωB97M-V with the def2-TZVPD basis set",
  "symbols": ["C", "C", "C", "O", "C", "C", "C", "C", "C", "C", "H", "H", "O", "C", "C", "O", "O", "C", "H", "H", "C", "O", "N", "H", "C", "H", "H", "C", "C", "H", "C", "H", "C", "H", "H", "O", "H", "H", "H", "H", "H", "H", "H", "H", "H", "H", "H", "H"],
  "coordinates": [[-2.03244, 0.50021, -3.07479], [-2.54466, -0.93531, -3.21395], [-2.31124, -1.68193, -1.91875], [-3.22901, -1.97013, -1.17919], [-0.90372, -1.96175, -1.55164], [-0.62138, -2.14927, -0.19995], [0.67369, -2.29784, 0.25050], [1.72107, -2.31163, -0.66519], [1.44304, -2.20394, -2.02649], [0.15154, -2.01156, -2.46270], [-0.02669, -1.90260, -3.52057], [2.26721, -2.23938, -2.72084], [3.04099, -2.43779, -0.31878], [3.40400, -1.98740, 0.96247], [2.95566, -0.54093, 1.17640], [2.40560, -0.12564, 2.16329], [3.26867, 0.19664, 0.11876], [2.83381, 1.54829, 0.12720], [3.42670, 2.04964, -0.64068], [3.02111, 1.99136, 1.11034], [1.34366, 1.64001, -0.25575], [0.87885, 0.98987, -1.16682], [0.65551, 2.53835, 0.46636], [1.04283, 2.92222, 1.31532], [-0.75954, 2.77663, 0.29814], [-1.07363, 2.31431, -0.63848], [-0.92280, 3.85685, 0.25248], [-1.55335, 2.18096, 1.47546], [-1.61188, 0.64871, 1.42980], [-2.52925, 0.28831, 0.97090], [-1.47684, 0.26055, 2.89927], [-1.05420, -0.73029, 3.04151], [-0.54962, 1.36078, 3.40599], [-0.65067, 1.56670, 4.47297], [0.49570, 1.10545, 3.18541], [-0.92998, 2.53810, 2.70520], [-2.44362, 0.31693, 3.40075], [-0.76421, 0.26655, 0.86045], [-2.56120, 2.61875, 1.47181], [4.49698, -2.02823, 0.98981], [3.00219, -2.61647, 1.76619], [0.85473, -2.39570, 1.30980], [-1.44407, -2.15081, 0.49932], [-2.03556, -1.43702, -4.03667], [-3.61681, -0.92943, -3.41905], [-2.13414, 1.02789, -4.02037], [-2.61541, 1.02837, -2.32252], [-0.98764, 0.51264, -2.77273]],
  "mulliken_charge": [-0.751, -0.652, 0.426, -0.621, 0.128, -0.655, -0.027, 0.444, -0.799, -0.195, 0.280, 0.432, -0.516, -0.572, 0.706, -0.623, -0.272, -0.551, 0.261, 0.336, 0.389, -0.516, -0.113, 0.299, -0.779, 0.148, 0.409, 0.014, 0.632, 0.440, -0.713, 0.341, -0.155, 0.375, 0.014, -0.538, 0.330, -0.803, 0.354, 0.383, 0.346, 0.263, 0.630, 0.350, 0.360, 0.402, 0.255, 0.107],
  "de_lowest_kcal_mol": 2.17,
  "smiles": "CCC(=O)c1ccc(OCC(=O)OCC(=O)NC[C@H]2CCCO2)cc1",
  "total_energy_ev": -32814.730,
  "gap_ev": 9.4,
  "molar_mass_g_mol": 349.4
}

=====

{
  "formula": "C18H24AsBr2GdN3O9",
  "method": "ωB97M-V with the def2-TZVPD basis set",
  "symbols": ["Gd", "O", "C", "O", "C", "O", "C", "C", "O", "O", "H", "H", "H", "H", "H", "C", "O", "C", "O", "N", "N", "H", "H", "H", "H", "H", "H", "Br", "C", "C", "C", "Br", "C", "C", "C", "C", "N", "C", "C", "O", "H", "H", "H", "H", "C", "As", "C", "C", "O", "H", "H", "H", "H", "H", "H", "H", "H", "H"],
  "coordinates": [[10.99054, 8.39945, 8.94151], [13.47882, 6.78041, 5.74021], [12.22934, 6.79537, 6.16393], [11.84746, 7.74076, 6.88418], [11.51200, 5.48714, 5.87703], [11.44936, 4.65557, 7.07202], [10.20979, 4.16069, 7.55883], [9.42696, 5.34106, 8.14685], [8.19220, 5.20065, 8.18986], [10.07247, 6.42722, 8.44635], [13.93374, 7.58342, 6.07888], [10.52098, 5.85365, 5.62516], [12.03587, 4.90078, 5.13104], [9.67790, 3.65647, 6.70083], [10.41716, 3.45087, 8.38165], [9.99424, 11.65746, 13.42684], [11.02574, 11.20970, 12.52523], [10.78589, 10.18915, 11.71760], [11.29787, 10.07570, 10.56961], [9.94721, 9.15812, 12.12091], [9.98960, 7.91098, 11.46588], [10.38585, 12.52553, 13.94577], [9.62264, 10.88242, 14.16997], [9.14424, 12.06081, 12.87273], [9.60360, 9.13275, 13.06237], [9.11234, 7.43628, 11.50768], [10.68939, 7.31204, 11.87063], [15.22578, 5.63685, 10.83498], [15.44564, 7.13943, 9.76675], [16.62054, 7.55376, 9.25108], [16.67527, 8.81219, 8.68702], [18.28352, 9.24297, 7.90460], [15.55556, 9.68812, 8.51414], [15.63010, 11.03529, 8.15354], [14.46488, 11.72768, 7.85916], [13.23700, 11.04228, 7.94336], [13.15221, 9.82073, 8.44450], [14.25628, 9.13292, 8.79969], [14.18822, 7.82383, 9.46678], [13.05663, 7.29932, 9.71446], [17.51343, 6.90549, 9.28184], [16.59165, 11.52935, 8.08469], [14.53660, 12.75724, 7.50146], [12.34791, 11.58877, 7.72922], [7.01996, 8.44962, 6.72944], [7.65501, 9.71148, 8.07256], [7.26882, 11.59140, 7.53422], [6.88553, 9.49041, 9.83343], [9.36327, 9.65102, 8.17996], [7.67245, 7.60915, 6.72598], [7.11939, 8.95689, 5.74131], [6.00172, 8.16374, 7.00328], [6.46395, 11.68288, 6.86272], [8.18046, 11.96307, 7.05760], [7.14077, 12.15835, 8.47659], [5.83022, 9.16066, 9.87752], [6.86829, 10.41566, 10.38284], [7.50212, 8.77650, 10.45919]],
  "mulliken_spin": [7.186, 0.000, -0.002, -0.012, 0.000, 0.000, -0.001, -0.006, -0.002, -0.037, 0.000, 0.000, 0.000, 0.000, 0.000, 0.000, 0.000, -0.002, -0.016, -0.002, -0.005, 0.000, 0.000, 0.000, 0.000, 0.001, 0.000, 0.000, 0.000, 0.000, 0.001, 0.000, -0.002, 0.002, -0.003, -0.002, -0.040, -0.006, -0.009, -0.022, 0.000, 0.000, 0.000, 0.001, 0.000, -0.001, -0.001, 0.001, -0.018, 0.000, 0.000, 0.000, 0.000, 0.000, 0.000, 0.000, 0.000, 0.000],
  "spin_multiplicity": 8,
  "s_squared": 15.8298,
  "de_lowest_kcal_mol": 23.20,
  "total_energy_ev": -263707.565,
  "gap_ev": [5.0, 6.3],
  "total_charge": 1,
  "molar_mass_g_mol": 818.4
}